1.
Entry from the OMol25 dataset: a structure of composition CH4ClN2O in a non-equilibrium geometry (ωB97M-V/def2-TZVPD).

* E_LUMO: -4.43 eV
* frontier orbital gap: 0.4205 hartree

Structure (ORCA input):
```
! wB97M-V def2-TZVPD RIJCOSX def2/J DEFGRID3
* xyz 1 1
C 0.97165 -1.48029 -0.74182
N -0.72233 1.09728 0.08179
N 0.53287 -0.99044 0.36609
O 1.23495 -1.77929 -1.81245
Cl -0.41716 2.19111 1.40776
H -1.77796 0.81199 -0.05439
H -0.54841 1.74432 -0.73012
H -0.08333 0.01074 0.32609
H 0.80973 -1.60542 1.15705
*
```

2.
Entry from the OMol25 dataset: the molecule C28H31N5O3 (ωB97M-V/def2-TZVPD).

* E_LUMO: 0.65 eV
* structure (SMILES): COc1ccc(NC(=O)C2CCN(Cc3cnn(-c4ccccc4)c3-n3cccc3)CC2)cc1OC
* frontier orbital gap: 0.3034 hartree

Structure (ORCA input):
```
! wB97M-V def2-TZVPD RIJCOSX def2/J DEFGRID3
* xyz 0 1
C 0.45454 -5.15644 -0.22799
O 1.32421 -4.34891 -0.97841
C 0.95395 -3.04852 -1.23847
C -0.22857 -2.48978 -0.77090
C -0.55211 -1.16765 -1.01094
C 0.31715 -0.35855 -1.73177
C 1.48614 -0.91368 -2.23213
C 1.81840 -2.24493 -2.00621
O 3.01346 -2.61518 -2.54563
C 3.34474 -3.97407 -2.71819
H 2.55055 -4.51985 -3.23270
H 3.56106 -4.46534 -1.76715
H 4.24128 -3.97112 -3.33848
H 2.16384 -0.31880 -2.81987
N 0.00224 0.99229 -1.90842
C 0.32418 1.76399 -2.97300
O 0.95662 1.39246 -3.93844
C -0.20837 3.19573 -2.86960
C 0.19586 3.88034 -1.55125
C -0.99050 4.01932 -0.59409
N -1.77047 2.79314 -0.61551
C -2.51507 2.67208 -1.86482
C -1.73070 3.24026 -3.05569
H -2.00329 2.69389 -3.95963
H -2.01408 4.28414 -3.20789
H -3.48107 3.20354 -1.80064
H -2.73743 1.61147 -2.02222
C -2.59798 2.56564 0.56707
C -2.30273 1.24014 1.19596
C -1.09799 0.78592 1.71189
N -1.31010 -0.48405 2.16704
N -2.57569 -0.85665 1.95468
C -3.18070 0.15964 1.38305
H -4.21797 0.09559 1.12030
C -0.43501 -1.38393 2.79527
C 0.68497 -0.96199 3.50235
C 1.50442 -1.90069 4.10419
C 1.20724 -3.25021 4.02839
C 0.06867 -3.66489 3.35655
C -0.74943 -2.73908 2.73929
H -1.64857 -3.03775 2.22463
H -0.18424 -4.71451 3.31790
H 1.85188 -3.97477 4.50207
H 2.37734 -1.56853 4.64532
H 0.91822 0.08476 3.60395
N 0.12770 1.43632 1.74203
C 1.28616 1.00827 1.15474
C 2.24336 1.96061 1.35232
C 1.65229 3.00622 2.09399
C 0.35089 2.65758 2.31407
H -0.42464 3.16065 2.85812
H 2.13321 3.90538 2.42491
H 3.25649 1.91893 1.00591
H 1.33401 0.06757 0.64393
H -2.41668 3.35991 1.29905
H -3.66534 2.59636 0.31228
H -1.60743 4.89095 -0.86757
H -0.60732 4.18090 0.41500
H 0.98108 3.30013 -1.06335
H 0.59837 4.87377 -1.75287
H 0.24300 3.72562 -3.71385
H -0.60500 1.42614 -1.21010
H -1.48520 -0.77078 -0.64251
H -0.91995 -3.08857 -0.20180
H -0.51358 -5.28117 -0.72451
H 0.94799 -6.12527 -0.15842
H 0.30171 -4.75400 0.77878
*
```

3.
Entry from the OMol25 dataset: the molecule H6Si3 in a non-equilibrium geometry (ωB97M-V/def2-TZVPD).

* E_LUMO: -1.37 eV
* frontier orbital gap: 0.2356 hartree

Structure (ORCA input):
```
! wB97M-V def2-TZVPD RIJCOSX def2/J DEFGRID3
* xyz 0 1
Si -0.36333 0.43394 -0.92875
Si -2.01654 -1.11336 -0.52972
Si 0.91495 0.39854 1.00602
H 0.53558 0.11283 -2.13639
H -1.01925 1.82762 -1.07181
H -1.75562 -2.61799 -0.63308
H 0.41100 -0.65968 2.06962
H 2.14374 0.03147 0.41654
H 1.14948 1.58664 1.80759
*
```

4.
Entry from the OMol25 dataset: a cluster of 6 separate species, C10H12Cl12O6 in total in a non-equilibrium geometry (ωB97M-V/def2-TZVPD).

* E_LUMO (spin up / spin down): 2.25 / 2.20 eV
* frontier orbital gap (spin up / spin down): 0.0895 / 0.3323 hartree

Structure (ORCA input):
```
! wB97M-V def2-TZVPD RIJCOSX def2/J DEFGRID3
* xyz -1 2
C 1.59950 2.89276 1.43483
Cl 2.53707 4.04630 2.39457
Cl 2.50020 2.57685 -0.07197
Cl -0.04677 3.33970 0.97876
H 1.62925 1.90543 1.89570
C 1.20151 -4.04298 -3.95572
Cl 0.37356 -4.18915 -2.30426
Cl 0.11256 -4.68452 -5.19554
Cl 2.73173 -4.93269 -3.96736
H 1.42665 -3.01137 -4.22625
C -0.02498 -2.01759 0.96209
Cl -1.72679 -1.75447 1.35561
Cl 0.69901 -3.38664 1.82250
Cl 0.88089 -0.53270 1.41583
H 0.17248 -2.19293 -0.09544
C 3.77534 -2.62833 -0.10117
Cl 4.96599 -2.76245 1.21577
Cl 3.16934 -4.11777 -0.58647
Cl 4.59026 -1.93647 -1.51968
H 2.96629 -2.01030 0.28816
C -1.21861 1.68275 -2.11522
C -0.99849 1.23490 -3.48054
O -0.08745 0.18888 -3.33973
C 0.49377 0.27329 -2.14320
O 1.40105 -0.46119 -1.72036
O -0.08783 1.22289 -1.42430
H -2.10632 1.21504 -1.68942
H -1.12713 2.76889 -2.10989
H -0.60357 1.96933 -4.18250
H -1.89941 0.93089 -4.01348
C -2.07014 1.94776 4.12393
C -2.51393 0.93470 3.08631
O -3.75961 1.48153 2.76981
C -3.80849 2.81421 3.02030
O -4.71921 3.55451 2.75463
O -2.70550 3.11454 3.72194
H -0.98040 1.97044 4.13029
H -2.33933 1.64922 5.13710
H -2.53324 -0.06351 3.52370
H -1.86909 1.01032 2.21078
*
```

5.
Entry from the OMol25 dataset: a cluster of 2 separate species, C2H2O2S in total in a non-equilibrium geometry (ωB97M-V/def2-TZVPD).

* E_LUMO: 0.22 eV
* structure (SMILES): O=C=S.C=O
* frontier orbital gap: 0.3851 hartree

Structure (ORCA input):
```
! wB97M-V def2-TZVPD RIJCOSX def2/J DEFGRID3
* xyz 0 1
C -1.41671 -0.13329 -1.16091
C 1.11494 0.04498 0.97483
O 0.57860 0.58173 -0.02136
O -1.35654 -1.02725 -0.42664
S -1.63291 1.00375 -2.17482
H 0.62360 0.10561 1.88910
H 2.08902 -0.57555 0.91981
*
```

6.
Entry from the OMol25 dataset: the molecule C2H2FN3S in a non-equilibrium geometry (ωB97M-V/def2-TZVPD).

* E_LUMO: -0.97 eV
* structure (SMILES): FC1=NN=N[C@@H]1S
* frontier orbital gap: 0.3421 hartree

Structure (ORCA input):
```
! wB97M-V def2-TZVPD RIJCOSX def2/J DEFGRID3
* xyz 0 1
C 0.33034 -0.16715 0.14422
C -1.21115 -0.46630 0.22241
N 0.23515 1.17468 -0.31730
N -1.86197 0.56953 -0.09484
N -0.93850 1.53406 -0.43757
F -1.66514 -1.63451 0.57332
S 1.96567 -1.04265 -0.60986
H 0.63980 -0.15431 1.19779
H 2.50580 0.18666 -0.67815
*
```

7.
Entry from the OMol25 dataset: a structure of composition C49H44BClO5P2STi in a non-equilibrium geometry (ωB97M-V/def2-TZVPD).

* E_LUMO: -5.88 eV
* frontier orbital gap: 0.2725 hartree

Structure (ORCA input):
```
! wB97M-V def2-TZVPD RIJCOSX def2/J DEFGRID3
* xyz 2 1
Ti -0.25767 -0.27656 -0.32481
O -1.50122 0.59355 -1.65760
S -2.33457 1.38832 -0.61306
C -1.95952 3.08421 -0.99360
C -2.89849 4.10758 -0.99576
C -2.47794 5.40044 -1.26440
C -1.13662 5.65412 -1.51324
C -0.20314 4.63255 -1.43333
C -0.58661 3.33072 -1.13520
P 0.75542 2.09051 -0.81058
C 1.82266 2.33384 -2.25457
C 2.90946 3.20564 -2.24586
C 3.63349 3.40989 -3.41320
C 3.26453 2.76242 -4.58511
C 2.17690 1.89957 -4.59484
C 1.46097 1.67558 -3.43082
C 1.58161 2.78286 0.64462
C 2.87067 2.34839 0.95872
C 3.48784 2.78875 2.11931
C 2.82183 3.65534 2.97735
C 1.53458 4.07605 2.67599
C 0.91033 3.63811 1.51631
C -4.00337 0.90466 -0.94626
C -4.96105 1.61765 -1.65107
C -6.23000 1.07220 -1.76695
C -6.51518 -0.16273 -1.20249
C -5.52221 -0.89727 -0.56745
C -4.24183 -0.37923 -0.42845
P -2.82372 -1.42436 0.13965
C -3.11608 -2.99680 -0.70635
C -4.01617 -3.95949 -0.25387
C -4.20763 -5.12007 -0.98842
C -3.50855 -5.32124 -2.17185
C -2.61068 -4.36586 -2.62582
C -2.41066 -3.20675 -1.89162
C -3.05115 -1.69167 1.91286
C -3.43921 -0.62232 2.71952
C -3.41536 -0.75112 4.10014
C -3.00283 -1.94415 4.68242
C -2.62260 -3.01303 3.88373
C -2.63818 -2.88897 2.50047
H -3.93392 3.91457 -0.76872
H -3.20195 6.20327 -1.28030
H -0.80695 6.65972 -1.73737
H 0.84644 4.85698 -1.57862
H 3.19534 3.71975 -1.33715
H 4.48033 4.08301 -3.40715
H 3.82691 2.93199 -5.49366
H 1.89288 1.39520 -5.50901
H 0.61538 0.99752 -3.43335
H 3.38468 1.66011 0.30129
H 4.49165 2.45786 2.35114
H 3.30805 4.00557 3.87816
H 1.01658 4.75640 3.33938
H -0.09226 3.97930 1.29015
H -4.72810 2.55349 -2.13083
H -6.99201 1.61351 -2.31076
H -7.51047 -0.57808 -1.28737
H -5.74335 -1.88861 -0.19650
H -4.55432 -3.81295 0.67502
H -4.90282 -5.87033 -0.63603
H -3.66301 -6.22862 -2.74026
H -2.06562 -4.52490 -3.54646
H -1.71201 -2.45479 -2.24437
H -3.76770 0.30720 2.26800
H -3.72661 0.07660 4.72370
H -2.99054 -2.04194 5.75999
H -2.31905 -3.94772 4.33748
H -2.34385 -3.72561 1.87740
Cl 1.50410 -2.12344 6.53161
C 1.04855 -1.43999 5.01452
C 0.80251 -0.06023 4.91818
C 0.42007 0.50606 3.72459
C 0.28114 -0.28215 2.58404
O -0.11466 0.27179 1.44252
C 0.54771 -1.66333 2.67607
C 0.40150 -2.51090 1.55007
O 0.11882 -2.14374 0.38788
C 0.92009 -2.23048 3.90952
H 0.91318 0.55485 5.80161
H 0.22874 1.56813 3.64130
H 0.54818 -3.58467 1.70205
H 1.10818 -3.29572 3.97699
C 4.16602 -2.88307 -2.47497
C 3.74646 -1.55973 -1.87608
C 4.42916 -0.40775 -2.59262
O 2.29451 -1.39260 -2.08090
B 1.81986 -0.78053 -0.97476
O 2.72306 -0.63784 0.04309
C 3.88069 -1.47273 -0.32236
C 3.67025 -2.81187 0.36689
C 5.13796 -0.80238 0.18361
H 4.03912 -2.84684 -3.55636
H 3.57893 -3.71358 -2.08874
H 5.22104 -3.06583 -2.26127
H 4.14261 -0.42339 -3.64318
H 5.51291 -0.51523 -2.53081
H 4.14664 0.56053 -2.17432
H 2.76653 -3.30059 -0.00389
H 3.56852 -2.64051 1.44016
H 4.51902 -3.47413 0.20267
H 5.25486 0.20064 -0.22392
H 6.01377 -1.39198 -0.09274
H 5.09825 -0.73665 1.27125
*
```

8.
Entry from the OMol25 dataset: a structure of composition C22H30AgBrClN5O2 in a non-equilibrium geometry (ωB97M-V/def2-TZVPD).

* E_LUMO: 0.34 eV
* frontier orbital gap: 0.2334 hartree

Structure (ORCA input):
```
! wB97M-V def2-TZVPD RIJCOSX def2/J DEFGRID3
* xyz 0 1
Ag -1.76479 1.32277 -0.41267
C -2.04069 0.44320 3.35768
O -1.07973 0.30673 2.32287
C 0.19859 0.59868 2.62014
C 0.65744 0.82074 3.90449
C 2.01109 1.05134 4.11457
Br 2.62289 1.31447 5.89815
C 2.91112 1.08107 3.08655
C 2.46434 0.87426 1.77116
C 1.09707 0.62511 1.52682
O 0.61145 0.39989 0.29514
C 3.40141 0.94903 0.66064
N 3.05686 0.90214 -0.61025
C 4.21701 1.02063 -1.34335
C 4.41624 1.03801 -2.72034
C 5.71373 1.17495 -3.17648
C 6.79436 1.27846 -2.29340
C 6.61115 1.25548 -0.92248
C 5.30735 1.13447 -0.46510
N 4.75647 1.08341 0.79768
H -1.89061 -0.31156 4.13702
H -3.00734 0.29571 2.88332
H -2.01181 1.44357 3.78565
H -0.02447 0.82509 4.74091
H 3.95331 1.28360 3.29025
H 1.36955 0.51973 -0.34630
H 3.57662 0.94697 -3.39583
H 5.90268 1.20150 -4.24172
H 7.79411 1.37955 -2.69419
H 7.44779 1.32409 -0.23896
H 5.26249 1.13593 1.66260
N -2.32682 0.86446 -2.96901
C -3.72080 0.44813 -3.12013
C -4.64528 1.34859 -2.30409
N -4.39487 1.20042 -0.87292
H -2.19010 1.77112 -3.39951
H -1.70069 0.20917 -3.41935
H -3.81271 -0.57884 -2.75557
H -4.05984 0.46989 -4.16420
H -5.68361 1.12029 -2.57824
H -4.44222 2.38889 -2.57009
H -4.72433 0.30077 -0.54480
H -4.85732 1.92864 -0.34458
Cl -2.18476 4.02014 1.56241
C -1.57330 3.54929 -0.10662
H -0.56745 3.97349 -0.11671
H -2.17199 4.19461 -0.75350
C -0.34103 -3.85770 0.16210
C -1.83147 -3.52905 0.01206
C -2.60748 -3.97611 1.25945
C -2.40297 -4.21987 -1.23508
C -1.99860 -2.08313 -0.14180
N -2.15334 -0.95381 -0.26875
H -0.21950 -4.93698 0.25921
H 0.07740 -3.37776 1.04666
H 0.22108 -3.52105 -0.70888
H -2.53201 -5.05904 1.36202
H -3.66100 -3.70832 1.17793
H -2.20220 -3.51115 2.15796
H -2.31199 -5.30028 -1.11983
H -1.85989 -3.91976 -2.13129
H -3.45657 -3.97412 -1.36946
*
```